Entry 1:
DFT (ωB97M-V with the def2-TZVPD basis set) results for a molecular structure, C25H11F15GeI2InN2O6S3 at a distorted geometry.

The geometry in ORCA input format:
```
! RIJCOSX wB97M-V def2-TZVPD def2/J DEFGRID3
* xyz -2 2
I 8.20 7.55 11.46
I 4.73 7.12 12.69
In 8.18 9.84 15.94
Ge 13.53 12.78 12.51
S 7.82 11.62 19.13
S 13.50 8.86 13.68
S 10.07 15.75 15.26
F 11.85 12.96 7.35
F 11.68 12.49 10.06
F 12.39 17.68 13.54
F 14.72 18.39 14.72
F 17.19 10.83 15.65
F 16.87 16.77 14.48
F 12.16 15.27 12.32
F 15.18 10.50 10.67
F 18.31 9.06 13.84
F 14.24 13.97 6.42
F 16.71 14.38 13.51
F 16.24 14.56 8.02
F 16.17 13.94 10.58
F 17.13 8.90 11.31
F 15.46 12.58 14.93
O 8.60 11.31 13.40
O 9.49 11.57 15.42
O 7.54 15.24 16.37
O 7.74 10.77 20.28
O 6.54 11.89 18.49
O 8.87 11.14 18.20
N 6.54 12.32 15.72
N 9.09 14.49 14.88
C 14.30 14.64 12.91
C 14.04 13.75 7.71
C 16.70 9.79 12.23
C 17.31 9.89 13.46
C 8.27 13.22 19.72
C 6.78 13.49 14.87
C 6.80 7.44 13.09
C 15.53 15.11 13.42
C 15.02 13.78 9.90
C 13.85 13.24 10.47
C 15.11 14.05 8.56
C 15.67 16.39 13.98
C 15.71 10.70 11.90
C 9.21 11.97 14.25
C 13.41 16.82 13.51
C 13.29 15.57 12.97
C 7.78 14.46 15.45
C 12.82 13.01 9.58
C 15.30 11.75 12.71
C 15.87 11.71 13.97
C 16.84 10.84 14.38
C 14.59 17.24 14.04
C 12.30 7.95 13.74
C 12.85 13.29 8.19
C 9.55 13.48 13.92
H 9.19 13.74 12.93
H 10.65 13.64 13.84
H 6.92 8.38 13.70
H 7.54 13.34 20.48
H 6.77 12.42 16.71
H 7.10 13.14 13.94
H 8.16 14.00 18.95
H 7.14 6.55 13.58
H 9.27 13.31 20.18
H 5.50 12.10 15.65
H 5.90 14.13 14.88
*
```

Properties
Expectation value of S²: 0.754
HOMO energy (spin up / spin down) in eV: -3.78 / -3.78
Gap between HOMO and LUMO (spin up / spin down) in eV: 6.81 / 6.62
Largest force on an atom in hartree/bohr: 0.0454
ΔE to the lowest compared entry with this formula, charge and spin in kJ/mol: 344.01

Taken from the Mulliken analysis, the atomic charges in e are: 0.07 0.02 0.72 0.56 1.05 0.02 -0.14 -0.32 -0.28 -0.32 -0.33 -0.31 -0.33 -0.40 -0.37 -0.34 -0.33 -0.39 -0.33 -0.35 -0.32 -0.41 -0.61 -0.82 -0.62 -0.66 -0.78 -0.65 -0.17 0.17 -0.25 0.70 0.10 0.64 -0.82 -1.04 -0.45 0.68 0.62 -0.78 0.11 0.08 0.17 0.83 -0.34 0.59 0.54 0.68 -0.11 -0.01 0.23 0.81 -0.04 -0.17 -0.13 0.15 -0.31 -0.06 0.30 0.19 0.66 0.23 0.32 0.27 0.20 0.35

***

Entry 2:
DFT (ωB97M-V with the def2-TZVPD basis set) results for a single C3H5N3O molecule.

The geometry in ORCA input format:
```
! RIJCOSX wB97M-V def2-TZVPD def2/J DEFGRID3
* xyz 0 1
O -1.65 1.36 -0.21
N 0.79 -0.03 1.81
N -0.91 1.29 0.94
N 0.81 -1.06 -1.21
C -0.07 -0.15 -0.59
C 0.01 0.39 0.74
C -1.14 0.50 -1.11
H -1.67 0.43 -2.05
H 1.79 0.03 1.67
H 1.12 -1.79 -0.58
H 0.39 -1.48 -2.03
H 0.53 0.52 2.62
*
```

Properties
HOMO energy in eV: -8.57
SMILES: Nc1conc1N
Gap between HOMO and LUMO in eV: 9.46
Largest force on an atom in hartree/bohr: 0.0068
ΔE to the lowest compared entry with this formula, charge and spin in kJ/mol: 210.20

Taken from the Mulliken analysis, the atomic charges in e are: -0.16 -0.53 -0.48 -0.57 0.56 0.23 -0.50 0.41 0.25 0.25 0.25 0.28

***

Entry 3:
DFT (ωB97M-V with the def2-TZVPD basis set) results for a molecular structure, C34H42N4P2Sr at a distorted geometry.

The geometry in ORCA input format:
```
! RIJCOSX wB97M-V def2-TZVPD def2/J DEFGRID3
* xyz 0 1
Sr 1.05 -1.38 -2.47
P -0.73 -1.45 1.13
P -0.15 1.62 1.09
N -0.32 -2.80 -0.26
N -0.51 3.44 1.45
N 0.73 2.19 -0.32
N -2.13 -2.39 1.75
C -3.09 -3.78 3.25
C -0.47 -1.12 -4.76
C -1.63 -0.45 -0.07
C -1.15 -3.54 -1.12
C -0.88 5.17 2.92
C -2.48 0.33 -4.93
C -4.12 -2.90 2.75
C -0.14 -0.70 -6.17
C 4.09 -0.83 7.05
C -0.89 5.71 1.58
C 2.15 2.16 -0.31
C 0.29 2.03 -1.64
C 0.96 -4.37 -1.27
C 2.97 0.58 4.76
C 2.71 -0.87 6.79
C 1.42 1.88 -2.45
C 2.31 1.35 3.76
C -0.21 0.83 -6.48
C 0.14 1.73 -5.36
C 2.56 1.83 -1.60
C -0.67 3.79 2.80
C -3.50 -2.01 1.84
C -0.78 2.19 -4.51
C -0.38 -4.49 -1.76
C 4.39 0.30 4.89
C 4.92 -0.30 6.04
C -1.61 -0.64 -4.19
C 0.94 -3.45 -0.25
C -2.23 1.81 -4.63
C -0.68 4.62 0.70
C -1.71 1.04 0.29
C 1.67 -2.44 2.67
C -1.89 -3.43 2.65
C 2.15 -0.19 5.70
H 0.52 1.05 -7.27
H -0.69 4.58 -0.40
H -0.92 -1.20 -6.79
H 1.41 1.99 -3.53
H -1.10 6.76 1.28
H 1.66 -3.50 2.82
H 2.73 2.15 0.60
H -1.99 1.60 -0.62
H 3.53 1.52 -1.99
H 1.27 1.04 3.60
H -0.65 3.01 3.55
H -0.59 3.09 -3.90
H 1.64 -3.31 0.58
H -3.23 -4.55 4.00
H -0.73 1.67 -1.91
H 2.03 -1.48 7.42
H 4.50 -1.28 7.96
H 1.16 2.13 -5.42
H 6.00 -0.42 6.15
H -1.20 -0.55 -1.08
H -0.74 -5.20 -2.50
H -2.51 2.43 -5.50
H 2.63 -1.95 2.79
H -2.37 0.14 -6.01
H -2.04 -1.02 -3.26
H 2.87 1.52 2.88
H 0.91 -1.92 3.22
H -2.86 2.12 -3.76
H 0.04 -2.03 -4.40
H -2.63 -0.83 -0.26
H -0.88 -3.82 2.73
H -2.59 1.31 0.90
H 1.82 -4.98 -1.58
H 1.08 -0.29 5.54
H -2.20 -3.24 -1.23
H -3.53 0.10 -4.69
H -3.91 -1.20 1.22
H 0.87 -1.02 -6.51
H -5.18 -2.86 3.02
H 5.07 0.53 4.06
H -1.19 1.12 -6.87
H -1.07 5.72 3.85
*
```

Properties
HOMO energy (spin up / spin down) in eV: -5.09 / -4.47
Gap between HOMO and LUMO (spin up / spin down) in eV: 3.78 / 3.32
Largest force on an atom in hartree/bohr: 0.0783
ΔE to the lowest compared entry with this formula, charge and spin in kJ/mol: 330.25

Taken from the Mulliken analysis, the atomic charges in e are: 1.32 0.42 0.29 0.31 0.31 0.42 0.40 -0.57 -1.52 0.67 -0.27 -0.58 -1.19 -0.56 -1.47 -0.44 -0.56 -0.45 0.34 -0.59 0.78 -0.49 -0.77 -0.45 -1.02 -0.34 -0.73 -0.44 -0.41 -0.59 -0.56 -0.29 -0.40 0.32 -0.62 -0.93 -0.27 -1.54 -1.24 -0.45 -0.34 0.51 0.29 0.35 0.09 0.37 0.34 0.22 0.58 0.44 0.04 0.38 0.89 0.12 0.41 0.13 0.31 0.36 0.58 0.32 -1.52 0.44 0.44 0.18 0.32 0.57 -0.02 0.24 0.30 1.33 0.87 0.35 0.56 0.44 0.28 0.39 0.46 0.34 0.28 0.40 0.30 0.40 0.38

***

Entry 4:
DFT (ωB97M-V with the def2-TZVPD basis set) results for 2 unconnected molecules or ions with the total composition H4O2 at a distorted geometry.

The geometry in ORCA input format:
```
! RIJCOSX wB97M-V def2-TZVPD def2/J DEFGRID3
* xyz -1 2
O -1.06 -0.36 -0.09
O 1.67 0.53 -0.15
H -1.48 -0.74 0.68
H -1.56 -0.71 -0.83
H 0.75 0.30 -0.30
H 1.67 0.97 0.70
*
```

Properties
Expectation value of S²: 0.751
HOMO energy (spin up / spin down) in eV: 1.17 / -6.56
Gap between HOMO and LUMO (spin up / spin down) in eV: 3.50 / 11.23
Largest force on an atom in hartree/bohr: 0.0330
ΔE to the lowest compared entry with this formula, charge and spin in kJ/mol: 3.93

Taken from the Mulliken analysis, the atomic charges in e are: -2.20 -1.38 0.77 0.76 0.65 0.40

***

Entry 5:
DFT (ωB97M-V with the def2-TZVPD basis set) results for a single C19H28O2 molecule at a distorted geometry.

The geometry in ORCA input format:
```
! RIJCOSX wB97M-V def2-TZVPD def2/J DEFGRID3
* xyz 0 1
O -0.09 -2.18 1.11
O 0.63 -1.49 -2.69
C -0.44 -1.64 -1.77
C 0.60 4.87 2.74
C -0.24 3.64 2.33
C 1.83 -3.10 -0.03
C -2.98 -1.15 -1.46
C -1.85 -1.48 -2.47
C 0.27 0.15 1.53
C -0.12 -0.57 -0.76
C 0.41 1.49 1.14
C 1.82 4.71 1.86
C 2.13 3.21 1.87
C -0.42 -3.08 -1.17
C 0.08 -4.57 0.88
C 0.30 -3.20 0.17
C 0.77 2.53 2.17
C 0.09 0.76 -1.19
C 0.34 1.76 -0.24
C -1.88 -0.36 -3.55
C 0.01 -0.88 0.61
H 0.39 -5.43 0.28
H 2.14 -2.21 -0.61
H 1.55 5.03 0.86
H -2.88 -0.18 -1.04
H -1.06 -0.46 -4.31
H -3.05 -1.89 -0.66
H 0.87 4.83 3.79
H 0.12 1.00 -2.24
H -1.81 0.60 -3.09
H -1.00 3.31 3.09
H 0.33 -0.10 2.56
H -2.11 -2.43 -2.93
H -3.93 -1.15 -1.99
H 2.67 5.31 2.23
H 0.61 -4.62 1.83
H 2.87 2.98 2.66
H 0.53 -2.16 -3.39
H 0.07 -3.76 -1.87
H 2.18 -3.96 -0.63
H 2.34 -3.08 0.91
H 2.55 2.95 0.92
H -0.81 3.86 1.43
H -1.42 -3.44 -1.00
H -0.98 -4.71 1.12
H -2.86 -0.40 -4.05
H 0.90 2.08 3.15
H 0.46 2.78 -0.64
H 0.08 5.82 2.55
*
```

Properties
HOMO energy in eV: -8.29
SMILES: CC(C)[C@]1(O)CC(C)(C)Oc2cc(C3CCCC3)ccc21
Gap between HOMO and LUMO in eV: 9.04
Largest force on an atom in hartree/bohr: 0.0446
ΔE to the lowest compared entry with this formula, charge and spin in kJ/mol: 0.00

Taken from the Mulliken analysis, the atomic charges in e are: -0.56 -0.67 1.93 -0.65 -0.89 -1.68 -1.57 -0.01 -1.09 0.00 0.61 -0.56 -0.97 -1.31 -1.87 1.54 0.16 -1.54 -0.48 -1.59 0.01 0.35 0.32 0.25 0.34 0.29 0.34 0.30 0.71 0.39 0.31 0.47 0.51 0.51 0.36 0.43 0.32 0.52 0.28 0.42 0.43 0.38 0.32 0.52 0.40 0.46 0.55 0.36 0.37

***

Entry 6:
DFT (ωB97M-V with the def2-TZVPD basis set) results for 2 unconnected molecules or ions with the total composition C19H28FO8PS.

The geometry in ORCA input format:
```
! RIJCOSX wB97M-V def2-TZVPD def2/J DEFGRID3
* xyz 0 1
S 5.94 -0.54 2.82
P -5.68 1.65 -1.91
F -3.87 -3.24 -0.11
O -2.71 2.55 -0.89
O -3.96 -0.89 2.22
O 2.73 -0.41 -2.01
O -6.94 1.95 -0.91
O 4.54 -0.85 2.70
O 6.84 -1.49 3.42
O 3.00 0.96 -0.28
O -5.05 3.11 -2.24
C -3.70 -0.55 1.10
C 6.10 1.06 3.62
C 2.70 -0.13 -0.67
C 6.54 -0.03 1.22
C 6.71 2.00 2.57
C 6.28 1.47 1.19
C 0.64 0.19 -3.16
C -0.72 0.35 -2.48
C -5.08 -2.83 -0.66
C 1.54 -0.93 -2.62
C -4.79 -0.03 0.18
C -1.99 0.38 -0.33
C -5.99 -2.25 0.41
C 2.42 -1.31 0.24
C -3.04 1.40 -0.67
C -4.48 0.96 -0.67
C -0.65 0.55 -0.96
C -6.12 -0.72 0.35
C -2.33 -0.56 0.54
H -1.35 -0.52 -2.71
H 3.29 -1.42 0.89
H 7.80 1.98 2.65
H -4.70 3.60 -1.49
H 0.48 0.01 -4.22
H -0.27 1.55 -0.75
H 5.22 1.66 1.02
H 6.01 -0.59 0.46
H -1.63 -1.31 0.90
H 1.20 1.13 -3.09
H 1.56 -1.09 0.88
H 6.38 3.02 2.72
H 6.71 0.94 4.51
H -5.52 -3.70 -1.15
H 5.09 1.37 3.90
H 0.03 -0.17 -0.50
H 7.61 -0.27 1.18
H -4.84 -2.09 -1.43
H -6.70 2.32 -0.04
H -6.56 -0.36 1.29
H 2.23 -2.22 -0.31
H 1.88 -1.57 -3.43
H 6.84 1.95 0.38
H 1.00 -1.57 -1.91
H -6.99 -2.67 0.28
H -1.21 1.22 -2.92
H -5.64 -2.57 1.39
H -6.79 -0.45 -0.46
*
```

Properties
HOMO energy in eV: -9.28
SMILES: CC(=O)OCCCCC1=CC(=O)C(CCCF)=C(P(O)O)C1=O.O=S1(=O)CCCC1
Gap between HOMO and LUMO in eV: 8.22
Largest force on an atom in hartree/bohr: 0.0061
ΔE to the lowest compared entry with this formula, charge and spin in kJ/mol: 0.00

Taken from the Mulliken analysis, the atomic charges in e are: 1.17 0.14 -0.31 -0.61 -0.58 -0.40 -0.48 -0.65 -0.70 -0.59 -0.43 -0.18 -0.69 0.77 -0.68 -0.68 -0.38 -0.85 -0.76 -0.28 -0.54 0.07 0.03 -0.73 -0.66 0.18 0.53 0.66 -1.01 -0.10 0.37 0.12 0.30 0.35 0.35 0.47 0.16 0.36 0.54 0.42 0.22 0.35 0.37 0.32 0.37 -0.62 0.33 0.19 0.38 0.33 0.35 0.34 0.37 0.32 0.47 0.39 0.38 0.44

***

Entry 7:
DFT (ωB97M-V with the def2-TZVPD basis set) results for a molecular structure, C15H20BeF3NO4 at a distorted geometry.

The geometry in ORCA input format:
```
! RIJCOSX wB97M-V def2-TZVPD def2/J DEFGRID3
* xyz 2 1
F -3.64 -2.31 -1.18
F -1.54 -3.34 -1.01
F -2.07 -1.51 0.28
O 0.76 1.27 -2.86
O -3.47 2.24 3.28
O 0.06 3.63 1.37
O 1.14 -1.64 -0.04
N 3.84 -2.99 0.31
C -1.70 -1.19 -2.13
C -1.00 1.12 -1.06
C -1.18 1.78 0.19
C 3.26 -2.70 -1.03
C 2.18 -1.52 -1.06
C -2.61 1.81 0.90
C 1.64 0.93 -0.51
C 0.51 1.11 -1.65
C -2.48 1.48 2.49
C 2.84 -0.04 -0.88
C -2.10 0.37 -1.92
C 2.52 1.48 1.92
C -2.25 -2.13 -0.98
C 1.46 1.62 0.75
C 0.11 2.49 0.86
Be -5.83 1.91 2.80
H 3.30 0.36 -1.86
H -3.30 0.98 0.49
H 3.70 -4.00 0.48
H 1.61 -1.49 -2.06
H 3.31 -2.53 1.07
H -1.42 1.60 2.89
H 2.32 2.25 2.76
H -3.19 2.78 0.72
H -2.06 0.83 -2.98
H 3.55 1.77 1.49
H 2.70 -3.66 -1.36
H 3.64 -0.02 -0.07
H 1.50 -1.44 0.84
H -2.76 0.37 2.65
H 2.63 0.41 2.32
H -0.56 -1.29 -2.31
H -2.18 -1.48 -3.14
H -3.17 0.51 -1.56
H -4.12 2.67 2.66
H 4.03 -2.50 -1.85
*
```

Properties
HOMO energy in eV: -14.59
Gap between HOMO and LUMO in eV: 1.93
Largest force on an atom in hartree/bohr: 0.0890

Taken from the Mulliken analysis, the atomic charges in e are: -0.25 -0.23 -0.25 -0.47 -0.48 -0.46 -0.38 -0.52 -0.53 0.39 0.41 -0.66 0.03 -0.74 0.63 -0.13 -0.27 -0.85 -0.95 -1.25 0.74 0.82 -0.05 0.68 0.37 0.34 0.32 0.32 0.25 0.32 0.37 0.53 0.40 0.39 0.34 0.37 0.29 0.25 0.28 0.10 0.47 0.36 0.37 0.33

***

Entry 8:
DFT (ωB97M-V with the def2-TZVPD basis set) results for a molecular structure, C3H3CrO2 at a distorted geometry.

The geometry in ORCA input format:
```
! RIJCOSX wB97M-V def2-TZVPD def2/J DEFGRID3
* xyz 1 5
Cr 1.73 0.65 0.37
O 4.72 -0.66 -0.38
O 0.01 0.48 0.09
C -1.11 -0.22 0.12
C -2.35 0.29 -0.01
C 3.70 -0.20 -0.33
H -2.52 1.36 -0.10
H -3.21 -0.38 0.02
H -0.99 -1.31 0.21
*
```

Properties
Expectation value of S²: 6.366
HOMO energy (spin up / spin down) in eV: -13.07 / -13.83
Gap between HOMO and LUMO (spin up / spin down) in eV: 6.51 / 8.65
Largest force on an atom in hartree/bohr: 0.0333
ΔE to the lowest compared entry with this formula, charge and spin in kJ/mol: 0.00

Taken from the Mulliken analysis, the atomic charges in e are: 1.12 -0.02 -0.78 0.12 -0.59 0.36 0.25 0.27 0.27